[1]
ORCA calculation (ωB97M-V/def2-TZVPD) on a cluster of 2 separate species, C5H14NO in total in a non-equilibrium geometry.

Last column: natural (NBO) charge in e.
Positions of all 21 atoms, in Å:
C (-0.262218, 1.295609, -1.919721)  -0.62
C (1.002472, 1.136521, -1.096488)  -0.41
C (0.853588, 0.472646, 0.271448)  -0.46
C (0.208238, -0.888440, 0.084987)  0.13
C (-0.636528, -1.444594, 0.925952)  -0.34
N (0.821373, -1.844335, -0.894982)  -0.70
H (-0.274029, 2.182059, -2.535010)  0.24
H (-1.141510, 1.352191, -1.267799)  0.22
H (-0.336830, 0.404994, -2.543985)  0.19
H (1.402141, 2.185633, -0.955055)  0.24
H (1.813963, 0.643645, -1.611411)  0.18
H (1.781377, 0.424524, 0.841814)  0.24
H (0.157456, 1.064583, 0.870807)  0.26
H (-1.177320, -2.346480, 0.632211)  0.20
H (-0.902759, -1.038157, 1.917292)  0.28
H (1.103253, -1.486496, -1.814486)  0.44
H (0.231868, -2.674796, -1.015087)  0.45
H (1.739133, -2.175899, -0.566323)  0.44
H (-2.581876, 1.451432, 3.202013)  0.48
H (-1.859841, 0.544249, 4.207490)  0.48
O (-1.941950, 0.741109, 3.266334)  -0.96

Cartesian forces (eV/Å) of the 2 atoms listed first:
-0.22 -1.03 0.43
1.14 2.50 0.73

Properties
* net charge: +1
* max |F|: 0.0554 hartree/bohr
* highest occupied orbital energy: -14.49 eV
* LUMO level: -0.1334 Eh
* frontier orbital gap: 10.86 eV

***

[2]
ORCA calculation (ωB97M-V/def2-TZVPD) on a cluster of 2 separate species, C5H14NO in total in a non-equilibrium geometry.

Last column: natural (NBO) charge in e.
Positions of all 21 atoms, in Å:
C (0.879855, -1.136924, 0.932624)  -0.24
C (-0.062691, -1.784292, -0.019414)  -0.44
C (-1.446462, -1.196254, -0.266847)  -0.47
C (-1.923207, 0.833883, -1.415990)  -0.39
C (-1.696101, -0.470607, -1.568819)  -0.19
N (1.379894, 0.236321, 0.465060)  -0.69
H (0.667732, -1.132421, 2.010662)  0.24
H (1.749845, -1.852831, 0.997883)  0.24
H (-0.127794, -2.854751, 0.232473)  0.26
H (0.498741, -1.876551, -0.976616)  0.22
H (-2.195061, -1.996905, -0.133957)  0.24
H (-1.721929, -0.612526, 0.591829)  0.21
H (-2.082413, 1.308655, -0.441493)  0.19
H (-2.212876, 1.517375, -2.213202)  0.21
H (-1.722543, -1.007385, -2.496984)  0.23
H (2.379678, 0.343682, 0.296364)  0.45
H (1.115962, 0.993849, 1.097839)  0.47
H (0.930537, 0.308936, -0.453382)  0.45
H (1.465768, 3.837582, 0.563954)  0.50
H (2.379890, 3.459979, 1.711770)  0.49
O (1.743171, 3.081193, 1.086246)  -0.98

Cartesian forces (eV/Å) of the 2 atoms listed first:
2.53 -1.49 1.54
0.14 -1.06 -1.58

Properties
* net charge: +1
* max |F|: 0.0645 hartree/bohr
* highest occupied orbital energy: -13.33 eV
* LUMO level: -0.1162 Eh
* frontier orbital gap: 10.17 eV

***

[3]
ORCA calculation (ωB97M-V/def2-TZVPD) on a cluster of 2 separate species, C5H14NO in total in a non-equilibrium geometry.

Last column: natural (NBO) charge in e.
Positions of all 21 atoms, in Å:
C (2.089598, 0.315679, 0.131940)  -0.63
C (0.585672, 0.613487, 0.310516)  -0.06
N (-0.218627, -0.269406, -0.600319)  -0.50
C (-0.829278, -1.357636, 0.248977)  -0.23
C (-0.932544, -0.759303, 1.630620)  -0.43
C (0.077863, 0.416960, 1.723203)  -0.42
H (2.627875, 0.224625, 1.066314)  0.24
H (2.600873, 1.096205, -0.378376)  0.24
H (2.240473, -0.547407, -0.518623)  0.21
H (0.470664, 1.618793, -0.080533)  0.24
H (0.310516, -0.638566, -1.378860)  0.44
H (-0.986324, 0.239392, -1.038678)  0.46
H (-1.813886, -1.633219, -0.106568)  0.24
H (-0.200450, -2.230428, 0.176527)  0.23
H (-1.946940, -0.431169, 1.872625)  0.23
H (-0.741912, -1.482752, 2.427125)  0.25
H (0.840411, 0.220942, 2.448613)  0.24
H (-0.460847, 1.280883, 2.083533)  0.24
H (-0.617581, 0.914907, -3.780514)  0.50
H (-1.971074, 1.373695, -3.276723)  0.50
O (-1.124482, 1.034316, -2.960799)  -0.98

Cartesian forces (eV/Å) of the 2 atoms listed first:
-0.27 -0.52 -0.17
1.84 0.78 -0.48

Properties
* net charge: +1
* max |F|: 0.0401 hartree/bohr
* highest occupied orbital energy: -15.61 eV
* LUMO level: -0.1096 Eh
* frontier orbital gap: 12.63 eV

***

[4]
ORCA calculation (ωB97M-V/def2-TZVPD) on a cluster of 2 separate species, C5H14NO2 in total in a non-equilibrium geometry.

Last column: natural (NBO) charge in e.
Positions of all 22 atoms, in Å:
C (1.705047, -1.339760, -1.573488)  -0.62
C (0.626168, -0.303620, -1.391833)  -0.23
N (-0.618811, -0.883877, -0.886103)  -0.64
C (-1.470635, 1.472845, -0.355499)  -0.64
C (-1.471369, -0.004682, -0.015775)  -0.08
C (-1.188419, -0.207575, 1.519070)  -0.03
O (-0.457787, 0.801169, 2.086178)  -0.95
H (1.299513, -2.338621, -1.724321)  0.19
H (2.363087, -1.487165, -0.713576)  0.21
H (2.361361, -1.120569, -2.421961)  0.20
H (0.403174, 0.230442, -2.310670)  0.16
H (1.015870, 0.490635, -0.740726)  0.20
H (-0.345818, -1.662408, -0.298973)  0.34
H (-1.652385, 2.033305, 0.554361)  0.25
H (-0.462123, 1.798324, -0.616777)  0.21
H (-2.184704, 1.757673, -1.133862)  0.18
H (-2.474803, -0.386988, -0.259999)  0.16
H (-2.190065, -0.267934, 1.983714)  0.10
H (-0.635670, -1.168842, 1.614688)  0.09
H (1.037432, 0.945313, 1.949469)  0.51
H (2.277111, 0.521883, 2.731791)  0.43
O (2.063828, 1.120452, 2.004291)  -1.05

Cartesian forces (eV/Å) of the 2 atoms listed first:
0.63 -0.70 -0.21
-0.09 0.81 0.61

Properties
* net charge: -1
* max |F|: 0.0266 hartree/bohr
* highest occupied orbital energy: -3.29 eV
* LUMO level: 0.1464 Eh
* frontier orbital gap: 7.27 eV

***

[5]
ORCA calculation (ωB97M-V/def2-TZVPD) on a cluster of 2 separate species, C5H14NO2 in total in a non-equilibrium geometry.

Last column: natural (NBO) charge in e.
Positions of all 22 atoms, in Å:
C (-1.381202, 0.595027, 0.881002)  -0.20
N (-0.529666, 1.312911, -0.071145)  -0.65
C (0.765994, 0.668192, -0.428299)  -0.24
C (0.300238, -0.663700, -1.149890)  -0.44
C (1.491639, -1.603272, -1.370745)  0.02
O (2.202833, -2.225562, -0.498327)  -0.91
C (-2.650044, 1.367540, 1.033278)  -0.62
H (-1.671841, -0.427319, 0.386921)  0.14
H (-0.912914, 0.370311, 1.758944)  0.18
H (-1.024962, 1.524056, -0.892177)  0.34
H (1.303129, 1.344180, -1.049657)  0.18
H (1.480491, 0.279260, 0.444163)  0.22
H (-0.380885, -1.103959, -0.633823)  0.17
H (0.016258, -0.308590, -2.132228)  0.17
H (1.095984, -2.264451, -2.370437)  0.01
H (2.295091, -0.888672, -1.610887)  0.10
H (-3.472689, 0.762485, 1.339751)  0.20
H (-2.318852, 2.209951, 1.665057)  0.20
H (-2.783131, 1.870742, 0.123138)  0.20
H (1.564797, -0.422443, 1.832901)  0.43
H (2.187944, -1.510375, 0.956657)  0.51
O (2.421788, -0.886311, 1.785803)  -1.01

Cartesian forces (eV/Å) of the 2 atoms listed first:
-1.43 -1.91 -4.98
1.90 0.56 2.99

Properties
* net charge: -1
* max |F|: 0.1455 hartree/bohr
* highest occupied orbital energy: -2.70 eV
* LUMO level: 0.1290 Eh
* frontier orbital gap: 6.21 eV

***

[6]
ORCA calculation (ωB97M-V/def2-TZVPD) on a cluster of 2 separate species, C5H14NO2 in total.

Last column: natural (NBO) charge in e.
Positions of all 22 atoms, in Å:
C (1.289950, 1.231952, -0.024142)  0.00
O (0.613682, 1.563365, 1.091894)  -0.95
C (1.245514, -0.297109, -0.412979)  -0.46
C (0.680961, -0.537429, -1.810221)  -0.40
C (-0.864513, -0.499843, -1.955414)  -0.41
C (-1.665172, -0.067992, -0.728035)  -0.25
N (-1.976060, -1.157369, 0.196831)  -0.84
H (0.921574, 1.801130, -0.926382)  0.07
H (2.370799, 1.531815, -0.010503)  0.09
H (2.250572, -0.716565, -0.325253)  0.19
H (0.650840, -0.704376, 0.406560)  0.20
H (1.126994, 0.242604, -2.439189)  0.19
H (1.091098, -1.454042, -2.253925)  0.18
H (-1.182369, -1.501441, -2.276632)  0.17
H (-1.084073, 0.135964, -2.818161)  0.19
H (-1.130742, 0.736749, -0.214456)  0.26
H (-2.603853, 0.371175, -1.088607)  0.16
H (-1.338312, -1.164192, 0.978341)  0.36
H (-1.903203, -2.043907, -0.282811)  0.34
H (0.080932, -0.745413, 2.790890)  0.43
H (0.530032, 0.682831, 2.423026)  0.52
O (0.569039, 0.000245, 3.181147)  -1.02

Cartesian forces (eV/Å) of the 2 atoms listed first:
0.25 0.31 -0.49
-0.29 0.00 0.23

Properties
* net charge: -1
* max |F|: 0.0157 hartree/bohr
* highest occupied orbital energy: -3.24 eV
* LUMO level: 0.1426 Eh
* frontier orbital gap: 7.12 eV

***

Please write out number 4 again, unchanged.
ORCA calculation (ωB97M-V/def2-TZVPD) on a cluster of 2 separate species, C5H14NO2 in total in a non-equilibrium geometry.

Last column: natural (NBO) charge in e.
Positions of all 22 atoms, in Å:
C (1.705047, -1.339760, -1.573488)  -0.62
C (0.626168, -0.303620, -1.391833)  -0.23
N (-0.618811, -0.883877, -0.886103)  -0.64
C (-1.470635, 1.472845, -0.355499)  -0.64
C (-1.471369, -0.004682, -0.015775)  -0.08
C (-1.188419, -0.207575, 1.519070)  -0.03
O (-0.457787, 0.801169, 2.086178)  -0.95
H (1.299513, -2.338621, -1.724321)  0.19
H (2.363087, -1.487165, -0.713576)  0.21
H (2.361361, -1.120569, -2.421961)  0.20
H (0.403174, 0.230442, -2.310670)  0.16
H (1.015870, 0.490635, -0.740726)  0.20
H (-0.345818, -1.662408, -0.298973)  0.34
H (-1.652385, 2.033305, 0.554361)  0.25
H (-0.462123, 1.798324, -0.616777)  0.21
H (-2.184704, 1.757673, -1.133862)  0.18
H (-2.474803, -0.386988, -0.259999)  0.16
H (-2.190065, -0.267934, 1.983714)  0.10
H (-0.635670, -1.168842, 1.614688)  0.09
H (1.037432, 0.945313, 1.949469)  0.51
H (2.277111, 0.521883, 2.731791)  0.43
O (2.063828, 1.120452, 2.004291)  -1.05

Cartesian forces (eV/Å) of the 2 atoms listed first:
0.63 -0.70 -0.21
-0.09 0.81 0.61

Properties
* net charge: -1
* max |F|: 0.0266 hartree/bohr
* highest occupied orbital energy: -3.29 eV
* LUMO level: 0.1464 Eh
* frontier orbital gap: 7.27 eV